Record 1
Computed, not measured: one molecule with the formula C21H19ClN4O5, with ωB97M-V with the def2-TZVPD basis set.

Last column: natural (NBO) charge in e.
Cartesian coordinates (Å):
O 3.263 1.165 3.238  -0.6265
O -2.792 2.804 -2.722  -0.6262
O -0.377 -1.315 -3.445  -0.6120
Cl -2.527 -0.575 -0.020  0.0346
N 3.535 -2.190 4.400  -0.1804
N -5.098 -0.106 0.127  -0.4283
O 0.778 -0.199 -4.997  -0.6623
O 1.820 -2.879 1.166  -0.5403
C 3.168 -0.069 3.226  0.5964
C -2.811 1.676 -2.248  0.6656
C -0.074 -0.239 -3.967  0.7856
C 2.938 -2.822 3.391  -0.0472
C 2.399 -2.108 2.192  0.3290
C 2.576 -0.738 2.093  -0.1309
C -6.273 0.414 -0.166  0.0662
C -3.979 0.238 -0.533  0.2007
C -6.372 1.449 -1.126  -0.2561
C -5.225 1.926 -1.739  -0.1087
C 1.223 1.005 0.978  -0.1450
C 2.472 -0.468 -0.391  -0.1830
C 0.686 1.678 -0.181  -0.2134
C 1.975 0.162 -1.539  -0.1730
C -4.020 1.234 -1.508  -0.2047
C 2.096 -0.058 0.882  -0.0835
C 1.076 1.223 -1.446  -0.0291
N 3.721 -0.846 4.239  -0.2230
N -1.715 0.859 -2.421  -0.6200
C 0.376 -3.030 1.141  -0.2498
C 4.343 -0.212 5.394  -0.4080
C 0.566 1.862 -2.732  -0.4230
C -0.608 1.077 -3.392  -0.1398
H 1.037 -1.100 -5.130  0.5027
H 2.786 -3.891 3.449  0.2145
H -7.204 0.128 0.304  0.2033
H -7.312 1.974 -1.284  0.2229
H -5.238 2.760 -2.442  0.2539
H 0.932 1.239 1.995  0.2228
H 3.130 -1.292 -0.527  0.2173
H 0.010 2.530 -0.015  0.2251
H 2.310 -0.187 -2.510  0.1987
H -1.838 -0.089 -2.097  0.4248
H 0.106 -4.093 1.202  0.1888
H -0.112 -2.558 1.980  0.1854
H -0.058 -2.623 0.230  0.1971
H 5.168 0.373 5.041  0.2185
H 3.690 0.412 6.011  0.2147
H 4.752 -0.996 6.044  0.2254
H 1.450 1.895 -3.408  0.2290
H 0.220 2.896 -2.516  0.2409
H -0.971 1.703 -4.221  0.2505

Results
Maximum force: 3.2 eV/A
Orbital gap: 8.716 eV
Energy: -50805.0216 eV
SMILES: COc1cnn(C)c(=O)c1-c1ccc(C[C@H](NC(=O)c2cccnc2Cl)C(=O)O)cc1

***

Record 2
Computed, not measured: a 3-piece molecular cluster, C6H17NO2 overall, with ωB97M-V with the def2-TZVPD basis set.

Last column: natural (NBO) charge in e.
Cartesian coordinates (Å):
C 2.239 0.042 -0.431  0.5752
C 2.996 -1.063 0.246  -0.6979
O 2.267 -0.189 -1.816  -0.7405
O 2.719 1.324 -0.125  -0.7709
H 3.667 1.390 -0.342  0.4614
H 1.872 0.574 -2.254  0.4758
H -0.273 -0.292 -0.730  0.4713
H 3.022 -0.905 1.323  0.2200
H 4.034 -1.099 -0.123  0.2077
H 2.528 -2.026 0.043  0.2272
C -2.063 0.198 -0.651  -0.3958
C 0.219 -0.064 1.464  -0.4206
C -2.705 1.350 0.072  -0.6390
C -2.663 -1.148 -0.349  -0.6477
N 0.296 0.296 0.060  -0.6737
H 0.325 1.272 -0.172  0.4028
H -1.959 0.386 -1.720  0.1660
H -0.778 0.121 1.861  0.2089
H 0.434 -1.125 1.575  0.2049
H 0.961 0.500 2.029  0.2154
H -2.208 2.300 -0.146  0.1976
H -2.664 1.209 1.157  0.1861
H -3.770 1.479 -0.172  0.1883
H -2.582 -1.387 0.717  0.1895
H -2.179 -1.942 -0.923  0.1995
H -3.735 -1.201 -0.594  0.1888

Results
Maximum force: 3.7 eV/A
Orbital gap (spin up / spin down): 6.774 / 5.547 eV
Energy: -12077.5158 eV

***

Record 3
Computed, not measured: one molecule with the formula C8H12N2O3, with ωB97M-V with the def2-TZVPD basis set.

Last column: natural (NBO) charge in e.
Cartesian coordinates (Å):
C -2.916 -0.737 1.252  -0.3992
C -2.378 0.495 0.548  -0.2084
C -0.925 0.251 -0.243  0.3413
C 0.228 0.325 0.965  -0.2514
N 1.148 1.525 0.836  -0.6325
C 2.366 1.337 1.765  -0.4357
N -0.799 1.392 -1.227  -0.5597
C -1.850 1.373 -2.152  0.8626
O -2.451 1.161 -3.357  -0.4823
O -0.996 -1.090 -0.843  -0.5542
C 0.127 -1.360 -1.753  0.7729
C 1.633 -1.856 -1.338  -0.7263
O -0.126 -1.187 -3.080  -0.5405
H -3.783 -1.341 0.728  0.2346
H -2.434 -1.101 2.279  0.2175
H -2.923 1.538 0.595  0.2498
H 0.822 -0.704 1.074  0.1827
H -0.334 0.453 2.011  0.2144
H 1.589 1.587 -0.118  0.3610
H 2.063 1.211 2.889  0.2109
H 3.126 2.246 1.620  0.2190
H 2.906 0.358 1.352  0.1663
H 2.268 -1.980 -2.322  0.2678
H 2.109 -1.006 -0.682  0.2377
H 1.529 -2.889 -0.799  0.2517

Results
Maximum force: 11.4 eV/A
Orbital gap: 6.998 eV
Energy: -17601.9538 eV
SMILES: C=C[C@](CNC)(N=C=O)OC(C)=O

***

Record 4
Computed, not measured: one molecule with the formula C3H3NO2S, with ωB97M-V with the def2-TZVPD basis set.

Last column: natural (NBO) charge in e.
Cartesian coordinates (Å):
C 0.323 -0.247 0.929  0.6978
C -1.009 -0.776 0.401  -0.6391
C 0.215 0.875 -1.133  0.5247
H -1.898 -0.584 0.873  0.2568
H -0.779 -1.781 0.335  0.2525
H 1.955 0.821 -0.029  0.4455
N 0.781 0.580 -0.090  -0.6361
O 1.061 -0.466 1.887  -0.5349
O 0.496 1.841 -1.859  -0.5818
S -1.145 -0.263 -1.315  0.2145

Results
Maximum force: 13.4 eV/A
Orbital gap: 10.239 eV
Energy: -19578.8062 eV
SMILES: O=C1CSC(=O)N1

***

Record 5
Computed, not measured: one molecule with the formula C5H6O, with ωB97M-V with the def2-TZVPD basis set.

Last column: natural (NBO) charge in e.
Cartesian coordinates (Å):
C -0.834 -0.998 -0.065  -0.6160
C -0.092 0.393 0.244  0.1546
C -0.473 1.826 0.126  -0.0914
O -0.304 1.201 1.387  -0.4701
C 1.279 -0.085 -0.006  -0.0353
C 1.950 -1.035 -0.333  -0.2135
H -0.345 -1.674 0.641  0.2202
H -0.480 -1.218 -1.073  0.2175
H -1.891 -1.302 -0.062  0.2216
H -1.498 2.103 -0.118  0.1863
H 0.260 2.608 -0.119  0.1901
H 2.441 -1.928 -0.647  0.2360

Results
Maximum force: 1.4 eV/A
Orbital gap: 11.001 eV
Energy: -7325.3252 eV
SMILES: C#C[C@]1(C)CO1

***

Record 6
Computed, not measured: one molecule with the formula H5NOSSi, with ωB97M-V with the def2-TZVPD basis set.

Last column: natural (NBO) charge in e.
Cartesian coordinates (Å):
N -0.894 1.071 -0.305  -1.3228
O -0.369 -1.532 0.036  -1.0892
Si 0.102 -0.098 0.504  1.6880
S 2.319 0.224 0.162  -0.4548
H -1.916 0.957 -0.095  0.4002
H -0.664 2.068 -0.397  0.4067
H -0.456 -1.799 -0.825  0.4935
H -0.213 -0.428 1.815  -0.2486
H 2.092 -0.463 -0.895  0.1270

Results
Maximum force: 3.5 eV/A
Orbital gap: 10.172 eV
Energy: -22333.7820 eV
SMILES: N[Si@@H](O)S